# 1
A molecular structure, C38H36I2N6O3TeTi, computed with the ωB97M-V functional and the def2-TZVPD basis.

Values from the calculation:
Spin multiplicity   3
Gap between HOMO and LUMO (alpha / beta)   4.99 / 7.54 eV
Calculated total energy   -3736.92054 Eh
Strongest force on any atom   0.6 eV/A

Element x y z (Å)
C -2.386 -2.090 1.939
H 0.152 -2.441 4.114
H 1.685 -1.390 6.143
C -1.093 -1.056 -3.879
H 0.610 2.633 -1.383
H -1.440 -1.500 -1.814
C 0.700 0.678 3.847
C 2.739 -1.971 -1.983
I 3.778 3.441 -2.436
C 1.971 -2.560 0.790
H 1.913 1.081 5.519
C -4.598 -3.298 2.121
H -1.562 -1.974 -4.211
N 1.380 -1.873 -1.417
H 2.543 -4.536 1.390
H -1.484 3.988 -2.920
C -0.578 -0.128 -4.796
H 0.075 -2.890 -0.151
H 4.294 -1.228 3.498
C -3.538 -0.408 -0.084
H -7.501 -2.820 0.453
H 0.366 5.746 2.199
H -6.138 -1.050 -0.596
H 4.741 2.001 -4.973
C -3.308 3.972 -1.200
Te -1.840 -0.150 1.205
N -1.145 3.442 -2.147
H 0.701 -1.954 -2.173
H 0.734 3.287 -3.002
C 4.269 -0.092 -4.871
C 0.428 4.715 2.527
N 0.161 -0.429 3.374
H 0.134 1.919 -4.932
C 3.714 -1.099 -4.098
H -6.510 -4.262 2.208
H -4.165 -3.923 2.893
C 3.634 -1.634 2.746
H -3.854 3.824 -0.273
C 0.630 3.718 1.596
C -1.031 -0.797 -2.534
N 2.091 -1.243 0.984
H 4.032 -3.694 3.199
H 1.386 -3.921 -0.767
C 2.649 -3.475 1.574
O 2.466 0.828 -1.277
C -1.996 3.222 -1.116
C -3.822 -2.303 1.532
H 3.733 -2.123 -4.453
C 3.076 0.506 -2.385
C 0.293 4.408 3.878
C 3.144 -0.822 -2.866
C 0.371 3.087 4.272
H 0.115 5.187 4.607
C -5.705 -1.687 0.166
N -0.431 0.332 -2.003
C 3.704 1.493 -3.172
H 2.833 -2.904 -2.550
H 3.439 -2.041 -1.147
O 0.913 1.436 1.082
C -6.471 -2.681 0.754
H 2.974 0.294 2.010
C 0.485 -1.426 4.260
N 1.390 0.404 4.992
H -3.232 -0.670 -1.096
C 0.710 2.372 1.981
C -4.380 -1.487 0.546
H -1.741 -2.863 1.516
H -3.903 3.592 -2.033
H -3.144 5.038 -1.360
H -4.062 0.545 -0.130
H 0.733 3.945 0.544
C -0.154 1.109 -4.271
C 0.098 2.698 -2.343
I 5.104 -0.536 -6.731
Ti 0.863 0.112 -0.308
C 1.248 -0.932 5.274
C 0.585 2.059 3.350
C -0.140 1.331 -2.923
C 2.915 -0.784 1.924
C 1.138 -2.915 -0.413
H -0.583 -0.316 -5.859
C -5.915 -3.489 1.737
H 0.232 2.835 5.318
O -1.734 2.477 -0.185
C 4.285 1.209 -4.395
H -2.262 -2.099 3.021
C 3.486 -3.000 2.573

=====

# 2
A molecular structure, C38H37BiN16O3PS2Se, computed with the ωB97M-V functional and the def2-TZVPD basis.

Values from the calculation:
Gap between HOMO and LUMO   6.64 eV
Calculated total energy   -6325.94599 Eh
Charge   -1
Strongest force on any atom   0.5 eV/A

Element x y z (Å)
H 5.450 -0.661 3.654
C 3.944 -0.821 -1.273
C -0.166 -5.878 -2.775
N -1.262 2.337 3.840
C -0.920 -4.708 -4.733
C 2.714 5.154 0.755
C -7.863 0.213 0.295
H 2.435 3.308 4.141
N -6.536 0.280 0.251
C 2.552 -0.903 -1.148
C -1.920 1.281 -4.495
H 2.960 5.080 1.813
H -0.826 -6.846 -4.576
H 4.467 -2.815 -3.969
C -3.516 -1.490 1.276
C 1.989 0.180 5.267
H -3.901 -2.390 1.740
O -9.781 1.923 0.011
Bi 1.192 0.083 0.516
N 1.628 4.246 0.396
C 2.560 -2.395 -3.082
H 0.767 4.132 0.909
C 0.090 0.171 -3.765
C 1.870 -1.718 -2.076
C -0.660 -0.669 -2.947
O -7.803 2.177 -1.403
C 4.635 -1.281 3.291
C 2.166 -1.225 3.543
C -0.233 -3.460 -2.786
C -6.477 -1.424 1.891
C 3.091 2.228 2.564
N 2.985 1.266 1.623
H -2.648 -1.191 -2.303
C 1.981 3.360 -0.534
H -1.293 -4.720 -5.749
C 3.999 2.812 -1.878
S -8.801 1.287 -0.846
C 3.936 -2.285 -3.187
C -0.541 1.138 -4.541
C -0.650 -5.901 -4.077
S 0.901 2.241 -1.236
H -4.425 1.505 0.037
H -8.430 -2.143 2.438
C -4.361 -0.445 0.910
N 4.350 2.610 2.714
O -9.333 0.306 -1.777
H 0.047 -6.806 -2.258
N 3.252 3.556 -0.890
H 4.554 -1.169 2.212
C -2.680 0.435 -3.694
C -7.862 -1.442 1.833
N 5.050 1.859 1.839
H -0.393 -1.832 4.541
C -0.150 -0.792 4.331
H 4.702 4.272 0.451
H 1.170 0.083 -3.784
H 4.506 -0.226 -0.571
H -3.757 0.541 -3.650
H -2.405 2.061 -5.069
N 3.400 -0.835 3.921
C 0.757 2.514 3.288
C -2.051 -0.535 -2.930
N 1.300 -0.610 4.368
H -0.601 -0.134 5.065
C 4.626 -1.504 -2.273
H 3.386 1.991 -2.241
H -1.491 -2.219 1.197
H 4.276 3.460 -2.714
C -0.712 -3.492 -4.092
H 4.232 5.419 -0.817
N -1.626 -0.335 0.384
H 2.437 6.183 0.528
H -1.952 1.564 -0.341
N 0.133 2.082 2.199
N -1.163 1.969 2.604
C -3.792 0.679 0.331
C -2.427 0.699 0.110
H -0.928 -2.567 -4.611
H 2.023 -3.027 -3.780
H 4.816 -2.328 3.524
H 5.707 -1.435 -2.329
Se 1.749 -2.356 2.126
P 0.070 -1.921 -1.827
H 1.478 0.792 5.989
N -8.565 -0.638 1.052
H -5.939 -2.068 2.573
H -0.544 -0.530 3.352
N 4.267 1.077 1.195
H 4.902 2.403 -1.421
N 2.114 2.791 3.342
C 3.865 4.650 -0.134
H 0.404 -4.644 -1.113
C 0.035 -4.665 -2.134
C -5.842 -0.533 1.044
N -0.047 2.682 4.322
H 0.053 1.789 -5.170
H 4.168 0.501 5.428
C 3.301 0.038 4.991
C -2.169 -1.397 0.982

=====

# 3
6 unconnected molecules or ions with the total composition C38H37ClFN6O2P, computed with the ωB97M-V functional and the def2-TZVPD basis.

Values from the calculation:
Gap between HOMO and LUMO   6.43 eV
SMILES   CP(C)C1=CC(=O)c2cc(Cl)c(CN)c(F)c2C1=O.c1ccncc1.c1ccncc1.c1ccncc1.c1ccncc1.c1ccncc1
Calculated total energy   -2850.09407 Eh
Strongest force on any atom   8.7 eV/A

Element x y z (Å)
H -3.771 8.138 -4.688
H -2.728 -2.261 4.697
C 3.712 -9.997 0.498
H -3.281 5.289 2.120
H 0.599 1.983 0.934
H -1.160 9.324 -4.435
C 2.111 -6.922 -4.329
H -2.782 6.802 -4.549
C -1.144 0.409 -1.397
H -2.406 0.895 1.627
H -6.060 -1.699 1.154
H 0.892 1.068 4.739
P -1.786 3.258 2.613
H 5.323 -6.581 -0.029
H -1.927 -2.699 -0.785
C -0.667 5.608 0.860
C 4.010 -9.480 -0.753
C 0.210 6.400 -3.840
C -1.230 7.087 -1.507
N 1.920 2.385 3.529
C -0.376 5.906 -0.758
Cl 0.562 6.670 -5.654
N -2.780 7.810 -4.882
C -0.932 7.341 -3.126
N 1.663 -4.799 -3.269
H -4.106 4.200 3.430
N -1.874 -0.646 -0.975
H 2.328 1.429 6.750
C 4.021 -9.231 1.617
C 0.659 -0.975 -2.113
H -2.535 9.099 -3.152
H 1.858 4.509 -3.584
C 2.956 3.248 3.461
N -3.102 -1.558 2.794
H 1.643 -1.102 -2.555
C 2.276 -6.002 -3.306
H -0.056 -5.073 -6.173
H -6.745 -2.810 3.286
H 0.329 -3.085 -1.785
C 1.067 5.200 -3.062
C -5.726 -2.460 3.148
C 0.482 3.111 0.631
H -1.611 1.380 -1.259
C 4.611 -7.983 1.447
H -5.046 -3.102 5.096
H 3.804 -9.604 2.614
H -2.602 5.382 3.876
C 0.114 0.296 -1.968
C -0.565 3.994 1.286
H -3.954 2.009 2.022
C -0.068 -2.081 -1.686
F -2.255 7.847 -0.729
H 1.105 -7.287 -6.199
C -4.784 -2.624 4.159
C 0.613 -5.360 -5.370
H 2.926 -6.215 -2.462
O 2.763 3.368 -0.711
N 4.580 -8.271 -0.950
C 4.867 -7.550 0.156
C -5.349 -1.842 1.960
C -2.841 1.983 1.598
H 3.791 -10.041 -1.657
C 3.811 3.511 4.519
H 4.864 -7.362 2.299
H 4.630 4.213 4.407
C 2.528 1.958 5.825
H 2.630 -7.873 -4.307
H -3.694 -0.930 0.921
C 3.589 2.852 5.724
H 0.654 1.178 -2.292
C 1.730 1.758 4.710
H 3.251 -10.973 0.596
C 0.758 4.946 -1.472
C 1.261 -6.591 -5.379
C -1.319 -1.868 -1.130
C -3.072 4.627 3.085
H 0.366 -3.532 -4.252
C -1.827 8.505 -3.886
C -4.038 -1.414 1.831
H 4.238 3.033 6.576
C -3.498 -2.159 3.938
C 1.481 3.763 -0.541
H 3.086 3.741 2.501
O -0.916 6.597 1.727
H -2.905 2.436 0.503
C 0.845 -4.505 -4.304

=====

# 4
A molecular structure, C38H37CsN10O7Se2, computed with the ωB97M-V functional and the def2-TZVPD basis.

Values from the calculation:
Gap between HOMO and LUMO   4.33 eV
Calculated total energy   -7367.45449 Eh
Charge   -2
Strongest force on any atom   1.2 eV/A

Element x y z (Å)
C 0.996 -5.167 -1.803
C 4.554 -2.558 0.649
O 0.927 3.261 -1.846
C -0.259 -5.572 -2.307
H 0.723 2.388 2.856
C 4.396 1.288 -6.065
C 2.139 -6.029 -1.608
C -9.480 1.150 -2.476
O 2.875 -8.214 -1.556
N 1.433 3.272 -2.992
H -1.708 -0.894 -3.423
H -1.797 0.137 2.596
C 0.679 4.115 1.498
H 2.865 3.839 -0.239
C -1.833 -1.919 1.827
H 2.059 3.526 3.062
H 5.093 0.488 -6.287
C -3.517 -0.909 -0.870
H -8.058 -0.181 -1.543
H 0.693 -1.180 1.885
C 4.083 2.227 -7.036
C -1.635 2.220 -4.432
C -1.034 -3.333 -1.987
H 4.102 2.620 -0.449
C -3.883 1.418 -4.371
H -5.323 0.119 -2.549
C -7.392 2.075 -4.044
O -1.138 -2.841 2.352
C 2.918 2.367 -4.506
H 0.104 -1.031 3.338
H -0.415 -6.591 -2.620
C -5.333 1.553 -4.137
C -7.196 1.067 -3.080
O -4.456 -1.236 -1.651
H 2.924 3.984 -7.473
C 2.334 -3.375 -0.721
C -3.373 0.169 -4.108
H 1.900 4.106 -5.233
O -2.372 -0.533 -1.235
N 2.360 2.382 -3.199
C 2.600 3.320 -5.474
C 1.406 3.052 2.328
C -2.992 2.463 -4.623
N -6.200 2.363 -4.686
C 3.181 3.242 -6.726
C -1.774 3.035 0.397
C -9.694 2.151 -3.438
C -8.661 2.621 -4.227
H 1.072 5.109 1.714
H -4.774 -1.114 0.860
C 3.262 -5.624 -0.986
H 4.040 0.638 -4.026
H -1.317 2.069 0.585
H -0.903 3.016 -4.508
H -2.259 -4.946 -2.714
H 4.193 3.718 0.974
C 1.117 -3.826 -1.382
C -1.188 -0.501 1.947
H -1.452 3.424 -0.566
H 0.793 3.951 0.427
C -8.231 0.590 -2.282
C -2.023 0.025 -3.883
H -2.855 2.923 0.426
N -2.972 -2.099 1.223
Cs 0.307 0.270 -1.304
N 2.390 -2.104 -0.278
C 3.819 1.354 -4.804
O 2.769 1.513 -2.320
C 3.535 3.172 0.298
Se -1.245 4.258 1.807
H 5.334 -4.531 0.364
C 3.454 -1.720 0.389
C 3.378 -4.286 -0.510
H -1.822 -2.586 -2.012
C 4.514 -3.842 0.188
H -3.420 0.010 1.043
H -3.356 3.456 -4.853
H -10.689 2.562 -3.558
N 0.193 -0.510 2.468
Se 2.496 1.840 1.254
N -1.192 1.049 -3.965
H 5.399 -2.179 1.206
C -1.273 -4.662 -2.374
H -1.201 -0.048 0.960
H -8.819 3.395 -4.968
H -10.313 0.809 -1.873
H -4.017 -0.669 -3.890
N 0.125 -2.931 -1.525
H 4.078 -6.319 -0.850
O 1.497 -7.663 -3.108
N 2.155 -7.408 -2.117
H 4.531 2.172 -8.021
C -3.708 -0.981 0.654
H 3.454 -0.697 0.747
N -5.869 0.742 -3.164

=====

# 5
7 unconnected molecules or ions with the total composition C38H37F10NOP, computed with the ωB97M-V functional and the def2-TZVPD basis.

Values from the calculation:
Gap between HOMO and LUMO   6.35 eV
Calculated total energy   -2940.20675 Eh
Charge   -1
Strongest force on any atom   1.2 eV/A

Element x y z (Å)
H 3.561 -3.650 3.908
H 3.311 3.144 2.065
F -5.105 0.005 -2.491
C 1.701 -3.743 6.991
F 1.565 -2.717 2.555
H -8.331 3.596 -0.781
P -2.125 -0.645 -1.242
C -2.535 -1.550 -7.937
N -2.697 1.079 -1.189
H 1.346 3.837 0.695
C 6.382 2.872 1.306
H 6.162 3.012 2.356
C 1.325 2.931 1.287
C 0.076 -1.486 7.057
H -0.538 -0.596 7.068
C 6.001 1.697 0.676
H 6.465 -2.772 0.878
H 2.892 -2.633 5.575
H -1.497 -3.773 -4.953
C -7.510 3.765 -1.465
C 1.205 -1.529 6.264
H -5.073 0.555 -0.536
H -1.926 -0.608 0.213
C -6.930 2.720 -2.172
H 7.176 2.334 -2.435
C 0.570 -3.724 7.795
C -5.970 5.309 -2.500
C 6.959 2.502 -1.389
C 0.196 2.136 1.286
C 7.044 3.864 0.594
H 7.336 4.782 1.087
C 0.121 0.962 2.011
H 1.188 -0.346 3.319
F 5.936 0.390 -1.277
C 2.416 2.535 2.049
H 0.319 -4.587 8.397
C 2.837 -2.730 2.119
C 1.220 0.573 2.761
C -1.792 -3.168 -5.800
H -2.760 -3.375 -9.042
H -5.615 6.325 -2.615
H -2.237 0.099 -6.574
H -2.277 1.520 -0.377
H -0.782 0.367 1.973
C 6.299 1.531 -0.662
F -6.306 -0.955 -0.923
F -4.082 -1.828 0.358
H -5.421 2.143 -3.574
F -7.584 6.066 -0.960
C 5.441 -2.760 1.229
C -0.241 -2.597 7.824
C 2.365 1.358 2.782
C 3.122 -2.215 0.870
C -2.208 -0.973 -6.718
C 2.021 -2.640 6.213
C 5.130 -3.278 2.479
C -2.129 -3.734 -7.020
H 4.678 -1.820 -0.543
H -2.821 -0.919 -8.769
H -0.740 -0.203 -1.460
O -1.567 -2.305 -1.292
C -5.392 4.255 -3.195
H 3.222 1.048 3.368
H -2.366 -0.652 -2.626
H 7.839 4.451 -1.310
C -5.871 2.963 -3.035
H -1.751 -2.685 -0.429
C 3.819 -3.258 2.935
H 2.336 -4.619 6.966
C -7.019 5.042 -1.645
F 1.522 -0.459 5.511
H -2.320 1.595 -1.977
H -2.106 -4.810 -7.135
C -5.085 -0.323 -1.172
C -1.837 -1.792 -5.668
C 7.328 3.678 -0.752
C -2.499 -2.929 -8.090
C -3.948 -1.300 -0.912
H -4.561 4.445 -3.862
F -0.864 2.502 0.545
H 5.910 -3.696 3.104
C 4.437 -2.228 0.429
H -7.304 1.712 -2.048
F -1.519 -1.248 -4.494
F -4.212 -2.363 -1.768
H -1.126 -2.583 8.446
H 5.476 0.915 1.211
H 2.323 -1.814 0.259